Formula: C28H30Br2CoN2O2SSbSe4
Source: the Open Molecules 2025 dataset
Level of theory: the ωB97M-V functional and the def2-TZVPD basis

```
71
Properties=species:S:1:pos:R:3:forces:R:3
Co 0.057833 0.852985 -0.166305 -0.53 -0.55 0.02
C -3.430597 0.078879 -1.070502 -0.01 0.02 -0.01
C -3.202376 0.911779 0.156898 -0.01 -0.06 0.00
C -4.347713 1.414140 0.816760 0.00 0.03 0.01
C -4.232615 2.149646 1.953648 0.00 -0.01 -0.01
C -2.950009 2.404824 2.480809 -0.01 -0.01 0.00
C -2.698037 3.118486 3.675728 0.02 0.01 -0.01
Br -4.133780 3.829382 4.684805 0.01 0.00 -0.01
C -1.420670 3.295986 4.123679 -0.02 0.00 0.01
C -0.340142 2.778550 3.398139 0.02 0.00 -0.03
Br 1.412714 3.010761 4.047590 0.00 0.00 0.00
C -0.515424 2.090566 2.210884 -0.05 0.01 0.02
O 0.474115 1.582440 1.533804 -0.05 0.01 -0.04
C -1.853074 1.894482 1.757265 0.04 -0.01 -0.01
N -1.983112 1.153907 0.604563 -0.02 -0.09 -0.02
H -4.487942 -0.159143 -1.161414 0.00 -0.01 0.01
H -2.882695 -0.861106 -1.023922 0.00 0.00 0.00
H -3.154155 0.626574 -1.973787 0.01 -0.01 0.00
H -5.319909 1.195939 0.397955 0.00 0.00 0.00
H -5.106998 2.531862 2.461962 0.00 0.00 0.00
H -1.231181 3.836063 5.040533 0.00 0.00 0.00
N -0.481646 -0.057517 -1.805773 -0.03 0.12 -0.07
C 0.372664 -0.616341 -2.841555 0.04 -0.07 0.05
C -0.290466 -1.287187 -3.860403 -0.06 -0.09 0.07
C 0.408097 -1.939522 -4.851892 0.01 -0.01 0.01
C 1.793737 -1.945470 -4.783208 0.01 -0.02 0.00
C 2.439358 -1.266061 -3.771631 0.06 -0.05 0.02
C 1.754787 -0.535392 -2.788323 -0.03 0.02 -0.06
C 2.496678 0.316575 -1.818381 -0.06 -0.09 -0.01
C 3.847797 0.554738 -2.092686 0.12 0.10 0.05
C 4.663498 1.292136 -1.253156 -0.11 -0.01 -0.02
C 4.124397 1.825293 -0.098667 0.10 0.03 -0.04
C 2.780727 1.641561 0.173417 -0.17 0.04 -0.01
C 1.933923 0.902177 -0.666662 0.09 0.21 -0.02
H -0.959070 -0.875431 -1.420097 -0.11 0.01 -0.01
H -1.189916 0.519330 -2.253609 0.20 0.07 -0.09
H -1.374969 -1.291636 -3.863539 0.00 0.02 -0.02
H -0.114658 -2.450609 -5.648499 0.00 0.01 0.00
H 2.376627 -2.480116 -5.521302 0.00 0.01 -0.01
H 3.517007 -1.312787 -3.751755 -0.01 0.02 -0.01
H 4.284924 0.187103 -3.007569 -0.03 0.03 -0.01
H 5.697515 1.465392 -1.520421 0.00 -0.01 0.00
H 4.729417 2.420432 0.573602 -0.01 0.00 0.01
H 2.377215 2.104628 1.058933 0.02 -0.02 0.01
C 1.697159 -4.302043 0.553822 0.01 0.00 -0.01
C 2.043976 -3.174249 1.520557 0.00 0.00 0.02
C 1.882609 -1.778354 0.928192 0.05 0.05 -0.04
S 0.195356 -1.195570 0.778547 0.13 0.02 0.15
O -0.624348 -2.184388 0.032846 -0.06 0.02 -0.07
C -0.323721 -1.202760 2.521786 -0.01 0.01 0.02
C -1.357554 -2.285650 2.816195 0.02 0.00 0.00
C -2.764468 -1.887701 2.386730 -0.01 0.00 0.00
H 1.885974 -5.270244 1.017563 0.00 0.00 0.00
H 2.312811 -4.237246 -0.345202 -0.01 0.01 -0.01
H 0.654237 -4.260318 0.246143 0.00 0.00 0.01
H 3.090934 -3.260064 1.820767 0.00 0.00 0.00
H 1.465135 -3.267646 2.443228 -0.01 -0.01 -0.01
H 2.294620 -1.706903 -0.080267 -0.02 -0.04 -0.01
H 2.368853 -0.998053 1.521159 -0.01 0.00 0.00
H -0.724059 -0.215122 2.734715 0.00 -0.01 0.00
H 0.585517 -1.321578 3.109414 0.01 0.01 -0.01
H -1.332420 -2.455381 3.895173 -0.01 0.00 0.00
H -1.069195 -3.224360 2.340771 0.00 0.00 -0.01
H -3.060687 -0.944036 2.852722 0.00 0.00 0.00
H -3.489136 -2.648166 2.677221 0.00 0.00 0.00
H -2.818824 -1.768739 1.305170 0.00 -0.01 -0.01
Se 2.984853 4.681903 -2.746686 -0.01 0.46 0.26
Sb 0.820272 3.913154 -3.291505 1.37 -2.24 -1.55
Se 0.752849 2.083580 -4.940153 -0.11 0.82 0.67
Se -1.331735 4.960674 -3.278137 -0.76 -0.03 1.20
Se 0.019120 3.040960 -0.956684 0.03 1.29 -0.39
```
Positions in Å, forces in eV/Å.

## Properties
- Kohn-Sham gap (spin up / spin down) (eV) = 3.781 / 3.840
- E_HOMO (spin up / spin down) (eV) = -7.12 / -7.26
- LUMO level (spin up / spin down) (eV) = -3.34 / -3.42
- ΔE to the lowest compared entry with this formula, charge and spin (kcal per mole) = 21.35



Formula: C4H8N2O
Source: the Open Molecules 2025 dataset
Level of theory: the ωB97M-V functional and the def2-TZVPD basis

```
15
Properties=species:S:1:pos:R:3:forces:R:3
N 0.776285 -1.210934 -0.651435 0.30 -0.06 0.15
C 1.590312 -0.746617 0.271963 -0.09 0.04 0.06
O 2.738923 -1.012523 0.625201 -0.13 0.05 -0.06
C 0.920877 0.409326 1.108881 0.15 0.07 0.13
N -0.422814 0.656642 0.627517 -0.21 0.24 -0.36
C -1.716989 -0.005433 0.385277 -0.24 -0.25 0.07
C -1.155227 1.213672 -0.223112 0.34 -0.06 0.32
H 1.272015 -1.935113 -1.171391 -0.04 -0.01 0.06
H -0.307597 -0.230425 -1.923223 -0.14 0.13 -0.13
H 0.863721 0.116937 2.157860 -0.01 0.01 -0.12
H 1.492434 1.335275 1.012657 -0.06 -0.14 -0.03
H -1.638365 -0.935308 -0.176597 -0.06 0.18 0.06
H -2.458122 0.083598 1.178005 0.17 -0.03 -0.12
H -0.803747 0.211548 -2.313757 0.00 -0.04 -0.13
H -1.151710 2.049356 -0.907841 0.03 -0.13 0.09
```
Positions in Å, forces in eV/Å.

## Properties
- Kohn-Sham gap (eV) = 7.675
- E_HOMO (eV) = -8.13
- LUMO level (eV) = -0.46
- ΔE to the lowest compared entry with this formula, charge and spin (kcal per mole) = 135.74



Formula: C6H7NO3
Source: the Open Molecules 2025 dataset
Level of theory: the ωB97M-V functional and the def2-TZVPD basis

```
17
Properties=species:S:1:pos:R:3:forces:R:3
O 2.080292 1.260529 -0.118317 -0.28 0.58 -0.39
N 0.820417 0.893229 -0.075540 1.65 0.89 -0.33
C -0.110737 1.933655 0.041733 1.35 1.14 0.64
C -1.422999 1.727850 0.193686 -0.16 -0.23 -0.84
C -2.058684 0.412692 0.065638 -0.87 -0.29 0.99
C -1.271245 -0.685390 0.040846 3.79 0.97 -0.82
O -1.632718 -1.980475 0.046410 1.06 -0.24 -0.32
C 0.559394 -0.351795 -0.174323 -7.09 -2.16 1.00
C 1.547618 -1.428109 -0.318274 1.63 1.18 -1.35
O 2.658851 -1.124215 0.520329 -0.09 -1.64 -0.66
H 0.460966 2.933580 0.090749 -1.31 -1.82 -0.07
H -1.913792 2.682968 0.306675 -0.87 -0.35 0.05
H -3.185113 0.194372 0.152641 1.79 0.89 -0.12
H -2.490336 -2.277161 0.390153 0.15 1.00 -0.02
H 1.283643 -2.340735 0.104220 -1.48 -1.61 0.17
H 1.709418 -1.569815 -1.487087 0.29 0.24 2.17
H 2.965020 -0.281182 0.220469 0.43 1.48 -0.12
```
Positions in Å, forces in eV/Å.

## Properties
- SMILES = [O-][n+]1cccc(O)c1CO
- Kohn-Sham gap (eV) = 9.198
- E_HOMO (eV) = -8.91
- LUMO level (eV) = 0.29
- ΔE to the lowest compared entry with this formula, charge and spin (kcal per mole) = 113.19



Formula: C5H11N
Source: the Open Molecules 2025 dataset
Level of theory: the ωB97M-V functional and the def2-TZVPD basis

```
17
Properties=species:S:1:pos:R:3:forces:R:3
C -0.870153 0.513830 -1.555984 -0.38 -0.82 1.01
C 0.369451 -0.369245 -1.365280 0.98 0.15 -0.72
C 0.528550 -0.564642 0.110107 0.25 0.07 1.31
C 0.794236 0.650431 0.992633 -0.21 1.52 -1.28
N -0.600664 1.397594 1.103313 1.68 0.37 -0.86
C -0.091419 -1.795940 0.821141 3.04 2.46 -1.84
H -0.774907 1.348657 -2.271194 0.24 -0.53 0.46
H -0.962650 1.075447 -0.125809 0.11 0.92 0.64
H -1.661005 -0.186870 -1.833138 -0.36 0.43 0.15
H 1.176492 0.189081 -1.833607 0.66 0.02 0.67
H 0.410244 -1.324871 -1.864045 -0.39 -0.53 -0.31
H 1.574384 1.413719 0.464785 -1.52 -2.11 1.16
H 1.162165 0.273842 1.969798 -0.08 0.54 -0.46
H -0.364714 2.451024 1.222498 -0.43 -2.26 -0.29
H -0.075196 -2.677729 0.204022 -0.37 -0.17 -0.18
H 0.149305 -1.929595 1.885281 -0.73 0.56 -0.54
H -0.813457 -1.022473 0.442511 -2.49 -0.64 1.09
```
Positions in Å, forces in eV/Å.

## Properties
- Kohn-Sham gap (eV) = 5.869
- E_HOMO (eV) = -6.65
- LUMO level (eV) = -0.78
- ΔE to the lowest compared entry with this formula, charge and spin (kcal per mole) = 160.80